# 1
12
Properties=species:S:1:pos:R:3:forces:R:3 method="wB97M-V/def2-TZVPD" orbital_gap_ev=10.2763 e_tot_ev=-89755.7149 homo_energy_ev=-10.5651 largest_force_ev_per_a=4.864
N -0.42062 0.28615 -3.12680 -0.07 0.05 1.23
C -0.64806 0.12596 -2.00142 0.63 0.43 -2.26
C -1.23134 -0.25137 -0.75508 3.13 0.50 1.13
N -0.76956 -0.37306 0.40590 -0.56 -0.10 0.52
C 0.52760 -0.08831 0.93156 -1.72 4.54 0.25
C 1.45813 0.67454 0.04237 0.81 -0.57 -1.78
Cl 2.58005 1.76494 0.90280 -0.64 -0.68 -0.69
Br 2.38477 -0.71920 -1.16471 0.03 0.72 0.93
H -2.16405 -0.56812 -0.92921 -3.78 -1.11 -0.31
H 0.94131 -0.96105 1.15082 1.77 -3.90 1.34
H 0.40310 0.50038 1.90077 -0.03 -0.78 -1.15
H 0.91730 1.11770 -0.80075 0.43 0.91 0.78

---

# 2
23
Properties=species:S:1:pos:R:3:forces:R:3 method="wB97M-V/def2-TZVPD" orbital_gap_ev=8.3104 total_charge=+1 e_tot_ev=-18089.4545 homo_energy_ev=-12.6557 largest_force_ev_per_a=3.952
C -0.29330 -1.48016 -1.22864 0.55 -0.85 -1.27
C 0.19171 -0.40866 -1.85145 1.13 1.16 0.57
C 0.09092 -0.39342 0.94997 1.77 0.39 -0.83
C -0.38425 -1.42137 0.21117 -0.32 0.96 1.08
C 0.53120 0.86182 -1.04134 -1.51 0.79 -0.79
C 0.97759 0.67045 0.37829 0.55 0.13 -0.16
C -1.03572 -2.45903 0.97671 -1.31 -2.65 2.57
C 1.14566 1.93573 1.27875 1.03 -1.24 0.04
N -0.95699 1.45773 -0.95856 -1.71 -3.54 -0.42
I 3.10893 -0.01260 -0.11537 -0.80 -0.01 0.46
H -0.52545 -2.42014 -1.81564 0.10 1.25 0.96
H 0.35255 -0.26260 -2.89800 -0.10 -0.47 -0.57
H 0.04199 -0.42327 2.01616 -0.16 -0.13 0.51
H 1.08319 1.63932 -1.57625 0.07 -0.44 -0.03
H -0.71186 -3.49264 0.63706 0.14 1.10 0.79
H -2.12544 -2.57151 0.84958 0.17 0.51 -0.33
H -0.93598 -2.27928 2.15133 0.13 -0.76 -2.65
H 1.86355 2.71205 0.92478 -0.58 -0.81 0.12
H 1.42768 1.58554 2.29586 0.31 0.17 -0.74
H 0.19704 2.35581 1.48095 -1.30 0.81 -0.09
H -1.42980 1.62101 -1.88793 0.80 -0.13 1.25
H -1.14841 2.17602 -0.32089 0.14 1.99 0.87
H -1.46482 0.60920 -0.45654 0.91 1.76 -1.33

---

# 3
10
Properties=species:S:1:pos:R:3:forces:R:3 method="wB97M-V/def2-TZVPD" orbital_gap_ev=10.0899 e_tot_ev=-26326.2324 homo_energy_ev=-9.3304 smiles="NC=O.SS" largest_force_ev_per_a=1.341
N 1.50911 -2.15345 3.09508 0.24 -0.17 -0.26
C 1.06604 -1.51939 1.96795 -0.04 -0.05 0.11
O 0.10872 -1.89620 1.33767 -0.16 0.03 -0.15
H 1.14589 -3.09399 3.17053 0.04 0.05 0.24
H 2.46988 -2.02269 3.38272 -0.23 0.07 -0.03
H 1.62666 -0.61478 1.69741 0.09 0.10 0.04
S -0.67257 2.30309 -1.69878 -0.11 0.83 -0.05
S -0.64235 0.33173 -1.28599 0.85 -0.77 -0.70
H -1.60785 2.37186 -2.66701 0.06 -0.16 0.05
H -1.59959 0.23707 -0.40201 -0.74 0.08 0.75

---

# 4
14
Properties=species:S:1:pos:R:3:forces:R:3 method="wB97M-V/def2-TZVPD" orbital_gap_ev=8.9985 e_tot_ev=-9842.0497 homo_energy_ev=-8.5673 largest_force_ev_per_a=0.747
O -2.11747 -1.50053 0.19440 -0.20 0.02 -0.29
C -2.09795 -1.32623 -1.10171 0.39 -0.39 0.50
C 0.18286 0.55127 -0.20853 0.17 0.02 -0.09
C 0.13992 0.78939 1.25957 -0.03 0.16 0.25
N 0.36155 -0.54978 0.73655 0.14 -0.09 0.01
C 1.40736 0.96727 -0.95388 0.27 -0.08 0.16
O 2.50823 0.54746 -0.67581 -0.45 0.21 -0.08
H -1.22513 -1.65386 0.59994 -0.07 0.20 -0.25
H -1.03290 -1.55578 -1.41749 -0.29 0.10 -0.02
H -0.75329 0.58401 -0.75701 0.08 0.03 0.00
H -0.83248 0.94801 1.71892 0.16 0.00 -0.09
H 0.97356 1.31428 1.72000 -0.07 -0.13 -0.10
H 1.35818 -0.77181 0.76431 -0.14 0.02 -0.04
H 1.25518 1.68405 -1.78031 0.05 -0.05 0.03